ORCA calculation (ωB97M-V/def2-TZVPD) on C22H36N6O3PbSi as an isolated structure in a non-equilibrium geometry.

The geometry in XYZ format:
```
69
Properties=species:S:1:pos:R:3:forces:R:3
Pb -0.60294 0.23442 1.40997 -0.3425 -0.0041 -0.0275
N -1.18042 0.22067 3.94314 0.4483 -0.7575 -0.0002
C -2.23121 -0.62032 4.46331 -0.4214 -0.0293 0.8994
C -3.45347 -0.61256 3.56947 -0.4054 -0.7483 -0.3218
N -3.23666 -0.99726 2.17372 0.7293 0.4086 -0.5450
C -3.11909 -2.40544 1.81457 -0.1591 -0.1884 1.1095
C -1.79933 -3.04246 2.21545 0.3221 -1.0857 -0.3965
N -0.66869 -2.31389 1.65607 0.4589 0.3507 -0.6189
H -0.30223 -0.04219 4.37269 0.0830 0.3737 0.1218
H -1.34605 1.21254 4.07136 0.0516 0.2550 0.1466
H -2.57817 -0.30200 5.48797 0.3046 -0.2964 -0.8014
H -1.80737 -1.61822 4.55974 -0.2162 -0.0848 0.1489
H -3.85084 0.38903 3.55994 -0.1453 0.4600 -0.0346
H -4.23175 -1.26726 3.97339 -0.0298 -0.0196 0.4396
H -3.95616 -0.57776 1.60121 0.0428 0.0596 0.0200
H -3.24204 -2.48137 0.75125 -0.0372 -0.0062 -0.6577
H -3.90155 -3.03052 2.27731 -0.0837 0.1484 -0.0521
H -1.76501 -4.08579 1.79853 -0.3806 0.6529 0.5698
H -1.71601 -3.11041 3.30719 0.0626 -0.0135 -0.3537
H -0.67977 -2.32789 0.61326 0.1282 0.0543 0.7292
H 0.23501 -2.71170 1.91894 -0.4007 0.0571 0.0363
N 2.25245 -0.43332 1.59167 -0.0643 -0.4348 -0.1223
N 3.13833 0.39965 2.26439 1.0466 1.8435 0.1150
C 2.56889 1.56460 2.81863 0.5665 -0.7132 0.1689
O 3.20458 2.48324 3.24952 0.5402 0.3392 -0.1624
O 1.26629 1.44126 2.88965 -1.8659 1.0680 0.6147
H 2.47668 -1.36073 1.88917 -0.0813 -0.7582 -0.0221
H 2.38532 -0.39020 0.59677 -0.0214 -0.0443 -0.6376
H 4.07616 0.59339 1.85006 -1.1549 -0.4038 0.4477
C -2.14085 -0.85298 -2.78411 -0.0488 0.3989 -0.2388
C -0.68478 -0.82595 -3.25387 0.0385 -0.0730 -0.3671
C -0.56363 0.00917 -4.54317 1.0737 -0.0924 0.4067
C -0.27126 -2.28693 -3.59490 0.4020 0.3926 0.6789
Si 0.35393 -0.09016 -1.84130 0.3518 0.0877 -0.9809
O 0.04697 -0.91826 -0.51943 -0.0069 -0.6010 0.8547
C 2.19026 -0.15549 -2.30941 -0.3752 -0.5956 0.7139
C 2.88894 -1.33051 -1.95849 -0.0849 0.8323 -1.0129
C 4.23405 -1.45966 -2.29656 -0.3205 -0.3644 0.1090
C 4.85163 -0.42645 -2.98685 0.3709 -0.1439 0.5104
C 4.17130 0.75487 -3.27487 1.5046 -0.5885 -0.1843
C 2.86872 0.89492 -2.93328 -1.5723 0.1982 0.1253
C 0.03652 1.71527 -1.37580 -0.9857 0.6957 -0.8809
C 0.84182 2.19654 -0.34176 0.3714 0.1886 -0.0997
C 0.63123 3.42316 0.27966 -1.0260 -0.0751 -0.2860
C -0.44762 4.20325 -0.15005 0.2368 -0.1491 0.0629
C -1.25891 3.77200 -1.19077 -0.0352 0.0344 -0.6211
C -1.02332 2.55488 -1.82452 1.1541 -0.4240 1.1157
H -2.71259 -1.32140 -3.57611 -0.4746 -0.2592 -0.0926
H -2.57294 0.14545 -2.63215 0.1936 -0.1019 0.0106
H -2.26017 -1.40716 -1.85696 -0.0168 -0.1861 0.0730
H -1.07480 -0.49785 -5.36951 -0.1022 0.3755 0.0163
H 0.50685 0.13309 -4.81540 -0.4729 -0.3221 -0.0261
H -0.89229 1.03187 -4.37388 -0.4930 0.0386 -0.2608
H -0.90744 -2.75755 -4.33526 -0.5295 0.1478 -0.2174
H -0.28319 -2.93633 -2.71278 0.0034 0.1139 0.0146
H 0.72598 -2.33190 -4.02265 0.3166 0.1098 0.0598
H 2.33416 -2.17331 -1.57446 0.0036 -0.0572 0.4099
H 4.73393 -2.39543 -2.02557 0.1211 0.4470 -0.2749
H 5.90052 -0.51205 -3.23648 0.0324 -0.0016 -0.1155
H 4.72948 1.53617 -3.75115 0.0319 0.3880 -0.2646
H 2.32315 1.81130 -3.18989 0.2209 -0.2808 0.1962
H 1.68735 1.57974 -0.03751 -0.0251 0.1404 0.1105
H 1.18485 3.71273 1.15487 0.3551 0.1858 0.0230
H -0.66394 5.15152 0.31805 0.0492 0.0269 0.1649
H -2.06540 4.40121 -1.57645 0.2103 -0.1158 0.3291
H -1.65107 2.24940 -2.63489 -0.2998 -0.1569 -0.3191
N -0.63264 3.16869 3.68443 -1.3367 -0.3170 -0.5648
C -1.80241 3.15391 3.49903 1.6949 0.2021 0.2301
H 0.73266 2.27274 3.27586 0.4944 -0.5815 -0.2215
```
Forces are in eV/Å.

Values from the calculation:
orbital gap: 8.763 eV
relative energy (zero: lowest compared OMol25 entry of this formula, charge and spin): 0.00 kJ/mol
HOMO: -8.75 eV
calculated total energy: -1896.5736 Ha
M: 667.855 g/mol

ORCA calculation (ωB97M-V/def2-TZVPD) on C22H36O3P2W as an isolated structure in a non-equilibrium geometry.

The geometry in XYZ format:
```
64
Properties=species:S:1:pos:R:3:forces:R:3
P -0.35313 -2.53378 -5.88651 -1.1636 -1.6754 -3.1647
P -0.30144 0.47404 -5.69385 -2.2289 2.0425 -4.1462
C -0.64152 -1.68741 -7.47877 -0.2421 -0.3163 -0.1972
C -0.17670 -0.23324 -7.42368 -0.0786 0.4530 -0.1946
H -1.71835 -1.79479 -7.68440 0.3160 0.2014 -0.1231
H -0.08425 -2.27972 -8.21438 -0.3368 0.2478 -0.1922
H 0.86406 -0.10934 -7.76545 -0.3012 -0.1584 0.1036
H -0.80805 0.40494 -8.06084 0.3308 -0.2503 -0.0273
C -1.96691 1.20286 -5.80108 -0.0877 0.1929 0.0640
H -2.15862 1.83216 -4.92421 -0.0965 -0.1098 -0.2004
H -2.74202 0.42956 -5.87559 0.2000 0.1497 0.0547
H -1.99347 1.82358 -6.70922 -0.0788 -0.1443 0.3308
C 0.77434 1.93966 -5.81080 0.3029 0.0710 0.3460
H 0.38694 2.59770 -6.60296 0.0746 -0.2883 0.1718
H 1.80280 1.64468 -6.06068 -0.2419 0.1507 0.0511
H 0.77232 2.47978 -4.85442 -0.0282 -0.0332 -0.3098
C -1.31959 -4.03607 -5.92549 -0.2859 -0.4557 -0.0508
H -0.84485 -4.80074 -5.29685 -0.2331 0.1409 -0.1633
H -1.41402 -4.39367 -6.96030 0.0722 -0.0359 0.3143
H -2.32265 -3.81648 -5.53853 0.1914 -0.1359 -0.0708
C 1.41553 -2.99208 -5.99281 -0.0934 -0.2807 -0.2372
H 2.04724 -2.43927 -5.26455 0.2811 -0.2721 -0.1282
H 1.77196 -2.79891 -7.01379 0.1577 0.0469 0.4568
H 1.45826 -4.07082 -5.78595 0.3279 0.3836 0.1742
W 0.28761 -1.15930 -4.26161 2.7661 4.3264 9.2777
C 1.11897 3.16450 -1.88713 0.9579 0.1697 -0.9913
C -0.07458 2.87623 -1.33119 -1.4327 -1.3415 0.7156
C -1.26550 2.37974 -2.10869 -0.2940 2.3282 -0.2122
C -1.44746 0.82084 -1.94625 -1.2892 -0.5813 0.5928
C -1.25498 -0.03737 -3.14840 1.0497 -1.7869 -0.6661
C 1.27046 0.10360 -2.70379 0.9837 -1.3921 -1.3319
C 2.32890 1.09658 -2.85606 -0.6161 1.8541 0.5205
C 2.29286 2.24925 -1.75928 1.5283 0.3203 0.7723
C -0.11386 -2.68745 -2.91756 -1.5728 -0.9898 0.5338
H 1.27255 4.05728 -2.50411 -0.4826 -0.7927 -1.1009
H -0.17138 2.73745 -0.24670 0.5512 -1.1206 -0.5170
H -1.14111 2.66341 -3.16662 -0.2124 -0.1205 0.2715
H -2.18186 2.85469 -1.71953 0.1204 -0.4230 -0.3431
H -0.89303 0.48818 -1.05367 0.2140 0.1120 -0.3624
H -2.51478 0.69761 -1.65276 0.6635 0.0526 -0.1437
H -2.24167 -0.36106 -3.51842 0.1675 0.5958 -0.4077
H 0.98954 -0.07056 -1.65223 0.0229 0.1770 -0.2567
H 2.31243 1.51756 -3.87913 0.2965 -0.1545 0.5707
H 3.30475 0.57508 -2.77411 -0.2985 -0.1472 0.1257
H 2.31811 1.78076 -0.75715 0.0099 0.0885 -0.3602
H 3.20775 2.83850 -1.89893 0.0780 -0.2827 0.1980
H 0.70329 -3.42266 -2.97181 -0.0342 0.0329 -0.3136
H -1.07854 -3.17479 -3.07737 0.1931 -0.3560 0.5716
H -0.08245 -2.20176 -1.93454 -0.1776 -0.3792 -0.1186
O 1.30390 3.84768 3.88021 -0.8624 -0.8662 0.6833
C 0.43813 3.09823 4.43515 0.1663 0.0461 -0.4539
C 0.24056 3.08636 5.86169 -0.0859 0.0604 0.4332
C -0.72499 2.29484 6.45168 0.3453 0.2858 0.1015
C -1.55375 1.46731 5.67369 0.0182 0.1082 0.1746
C -1.39355 1.43142 4.28209 0.4550 0.2527 -0.7150
C -0.41564 2.19117 3.65869 -0.3227 -0.2344 0.2958
C -0.22439 2.06151 2.18241 -0.2318 -0.1487 -0.6436
O -0.94168 1.35226 1.48408 0.7960 0.6100 0.4697
O 0.78498 2.78073 1.67983 -0.2959 -0.1191 0.7938
H 1.17364 3.33881 2.47341 -0.2144 -0.3206 -0.7221
H 0.89174 3.73395 6.44658 -0.1883 -0.1403 -0.0760
H -0.83849 2.31765 7.53712 0.0047 -0.0320 -0.3576
H -2.31713 0.84932 6.14729 0.2305 0.2034 -0.1122
H -2.02462 0.79740 3.65503 0.2345 0.1811 0.2423
```
Forces are in eV/Å.

Values from the calculation:
net charge: +2
multiplicity: 3
expectation value of S²: 2.334
orbital gap (spin up / spin down): 5.461 / 4.586 eV
relative energy (zero: lowest compared OMol25 entry of this formula, charge and spin): 473.98 kJ/mol
HOMO (spin up / spin down): -13.09 / -12.82 eV
calculated total energy: -1834.4726 Ha
M: 594.315 g/mol